# 1
A 3-piece molecular cluster, C5H18N2O3 overall, computed with ωB97M-V/def2-TZVPD.

Properties
E	-536.4901	hartree
M	154.2	g/mol
HOMO energy	-9.109	eV
ΔE to the lowest compared entry with this formula, charge and spin	1.276	eV
structure (SMILES)	CN[C@H](CN)CCO.O.O

Atoms and positions in Å:
O1 -0.821 -3.400 0.154
O2 2.618 1.987 -0.418
O3 -2.724 -1.544 2.529
N1 1.284 -0.478 -0.028
N2 -2.182 1.014 -0.382
C1 -1.192 -0.031 -0.308
C2 1.660 2.354 -1.390
C3 0.570 1.280 -1.553
C4 0.251 0.523 -0.244
C5 1.407 -0.916 1.369
H1 -0.754 -3.000 -0.725
H2 -2.251 -0.747 2.798
H3 1.036 0.565 -2.227
H4 -2.698 1.190 0.460
H5 0.193 1.244 0.567
H6 2.595 1.022 -0.317
H7 -0.349 1.562 -2.059
H8 -0.371 -2.724 0.682
H9 2.287 -0.479 1.838
H10 -1.937 1.795 -0.959
H11 1.262 3.332 -1.101
H12 2.156 2.461 -2.352
H13 -2.537 -1.624 1.587
H14 -1.294 -0.693 -1.186
H15 1.167 -1.277 -0.636
H16 0.526 -0.686 1.962
H17 -1.454 -0.742 0.465
H18 1.552 -1.986 1.473


# 2
A 4-piece molecular cluster, C5H18N2O4 overall, computed with ωB97M-V/def2-TZVPD.

Properties
E	-611.6884	hartree
M	170.2	g/mol
HOMO energy	-9.300	eV
ΔE to the lowest compared entry with this formula, charge and spin	3.558	eV
structure (SMILES)	CN[C@H](C)CNC=O.O.O.O

Atoms and positions in Å:
O1 -1.975 2.117 -2.455
O2 1.233 -0.114 -3.385
O3 -1.834 1.529 0.498
O4 0.972 3.484 1.047
N1 -0.598 -1.399 0.797
N2 0.118 -1.079 -1.646
C1 1.188 0.127 1.818
C2 0.307 -0.862 -2.979
C3 0.825 -0.935 0.831
C4 -0.913 -2.742 1.225
C5 1.093 -0.472 -0.665
H1 1.535 3.168 0.201
H2 -1.771 -2.691 1.965
H3 1.180 0.625 -0.676
H4 -1.087 1.924 -2.334
H5 1.918 -1.121 -1.012
H6 -1.499 2.135 1.066
H7 -0.913 -3.528 0.468
H8 0.640 1.051 1.715
H9 0.002 -3.123 1.832
H10 1.445 -1.740 1.178
H11 -1.349 0.649 0.626
H12 -1.113 -0.679 1.334
H13 -0.632 -1.703 -1.379
H14 2.277 0.203 1.797
H15 0.522 4.200 0.546
H16 -2.307 2.331 -1.565
H17 -0.463 -1.069 -3.696
H18 1.198 -0.285 2.848


# 3
A 3-piece molecular cluster, C5H18NO2 overall, computed with ωB97M-V/def2-TZVPD.

Properties
E	-406.3016	hartree
total charge	+1
M	124.2	g/mol
HOMO energy	-14.272	eV
ΔE to the lowest compared entry with this formula, charge and spin	0.550	eV

Atoms and positions in Å:
O1 -2.986 0.689 -0.266
O2 -2.505 -1.695 -1.658
N1 0.238 -2.212 -1.428
C1 0.523 -0.810 -0.934
C2 1.356 2.542 1.062
C3 1.216 -0.039 1.515
C4 0.143 -0.399 0.486
C5 2.090 1.201 1.200
H1 0.541 0.315 2.320
H2 -0.801 -2.348 -1.376
H3 1.606 -0.671 -0.995
H4 0.082 -0.141 -1.670
H5 0.572 2.720 1.802
H6 -0.556 -1.134 0.912
H7 0.620 -2.381 -2.355
H8 -2.719 -0.903 -1.135
H9 1.857 -0.808 1.962
H10 -3.156 -1.839 -2.335
H11 2.122 3.313 1.236
H12 1.037 2.746 0.036
H13 -0.432 0.529 0.407
H14 2.690 0.930 0.313
H15 2.791 1.279 2.038
H16 -3.413 0.875 0.562
H17 -3.503 1.145 -0.931
H18 0.589 -2.906 -0.767


# 4
A 3-piece molecular cluster, C5H18NO2 overall, computed with ωB97M-V/def2-TZVPD.

Properties
E	-406.3075	hartree
total charge	+1
M	124.2	g/mol
HOMO energy	-14.884	eV
ΔE to the lowest compared entry with this formula, charge and spin	0.391	eV

Atoms and positions in Å:
O1 1.523 2.834 -2.460
O2 -2.996 -1.616 -0.534
N1 -0.375 1.253 -0.763
C1 -0.270 -0.248 1.242
C2 1.026 -0.715 -0.968
C3 -0.265 -1.720 1.635
C4 1.014 0.378 1.776
C5 -0.242 -0.200 -0.297
H1 0.179 1.486 -1.595
H2 0.964 3.558 -2.769
H3 1.631 -1.427 -0.414
H4 0.793 -1.182 -1.923
H5 -1.134 -0.675 -0.694
H6 -1.241 -2.197 1.591
H7 1.892 -0.228 1.542
H8 -3.799 -1.450 -0.024
H9 2.404 3.237 -2.461
H10 1.048 0.312 2.867
H11 -2.920 -2.577 -0.509
H12 1.700 0.132 -1.125
H13 -1.312 1.587 -1.000
H14 0.052 -1.833 2.675
H15 1.178 1.423 1.526
H16 -0.140 1.883 0.012
H17 0.411 -2.331 1.052
H18 -1.121 0.317 1.617